Computed, not measured: C26H54AlBr3CaClCsNO11P as an isolated structure in a non-equilibrium geometry, with wB97M-V/def2-TZVPD.

XYZ file:
```
100
Properties=species:S:1:pos:R:3
O -1.49 6.02 -7.49
H 2.41 -1.49 -2.53
H -1.61 -4.70 5.29
C -2.78 -2.74 2.02
C 0.61 5.20 -6.57
O 7.44 0.76 -5.24
C 3.31 -1.93 -2.09
H -3.82 0.85 0.12
C 0.22 -4.71 6.33
H 0.08 5.38 -8.66
H 1.02 6.21 -6.48
H -1.13 6.91 -7.43
C -1.71 -1.66 1.92
H 3.93 -5.25 0.90
C 2.08 -4.94 -0.16
H 2.78 -3.48 4.90
C 0.17 -3.17 2.80
C 3.34 -3.25 1.50
H -4.09 3.30 -3.13
C -1.08 -5.29 6.03
N 1.24 -4.24 6.58
H 1.44 4.51 -6.74
Cl 0.01 4.84 4.14
C -4.67 4.20 -2.83
H -4.41 4.93 -3.62
Ca -9.37 5.61 1.35
C -1.92 0.49 1.02
H -0.96 -6.30 5.62
H -3.77 -2.33 1.90
H -0.68 -3.43 3.43
H -0.40 -2.77 0.78
O 8.20 -0.13 -7.39
H -3.71 1.25 1.82
H 0.36 -1.38 1.57
H 2.90 -3.82 -2.94
H 2.10 -4.60 3.76
C 1.30 -2.61 3.68
H -0.69 4.15 0.89
H -5.72 3.91 -3.11
Br -6.07 4.78 0.86
O 4.38 -1.71 -3.02
H 2.51 -2.58 1.37
H 4.54 -3.85 3.22
H 3.98 0.09 -4.11
C -6.88 5.78 2.33
H -2.57 2.91 2.65
H -1.75 -1.00 2.78
H -7.19 5.05 3.08
H -1.47 5.40 1.84
H -2.35 -3.58 -0.70
H 2.47 -5.72 -0.81
O -2.57 -3.84 1.18
H 1.66 -1.66 3.29
H -5.45 7.39 2.10
Al 5.90 -2.85 0.26
H 0.88 -2.39 4.65
H 1.14 -5.33 0.21
C 4.46 -0.25 -3.17
H -7.75 6.24 1.89
H 0.14 4.96 -5.62
Cs 3.79 -0.81 -6.63
C 3.02 -4.69 1.09
H 1.42 -2.88 -0.58
H -0.62 4.03 2.71
H 5.47 0.11 -3.09
C -2.83 2.74 0.51
O 7.62 -1.66 -5.57
C 3.05 -3.42 -1.95
O -0.87 0.96 1.36
C 1.80 -3.74 -1.09
Br 5.16 -0.39 -0.50
H 3.91 0.24 -2.39
H -1.70 -5.36 6.92
C 3.67 -3.25 3.00
O -3.10 -3.47 -0.10
P 7.22 -0.36 -6.24
C -1.29 4.34 1.77
C -0.40 5.13 -7.71
H -3.42 4.27 1.90
H -1.89 2.72 -0.03
C -3.18 1.29 0.87
H 3.93 -3.85 -1.46
C -0.32 -2.21 1.70
H 4.25 -2.86 1.05
H 3.95 -2.22 3.23
Br -4.60 6.06 4.01
H 2.56 -5.20 1.93
H 3.45 -1.51 -1.06
O -4.50 4.61 -1.56
H -0.81 4.13 -7.79
H 0.50 -4.09 2.33
C -2.60 3.57 1.79
H -2.74 -3.14 3.03
C 2.47 -3.59 3.87
H 1.03 -4.01 -1.80
C -5.96 6.84 2.88
H -3.57 3.19 -0.15
O -2.03 -0.85 0.75
H -6.51 7.53 3.51
O 5.77 -0.40 -6.73
```

Computed properties:
energy: -11368.55222 hartree
orbital gap: 0.064 hartree
F_max: 9.1 eV/Å
LUMO: -4.54 eV
charge: 0
molecular weight: 1062.82 g mol⁻¹

Computed, not measured: an isolated ion of composition C7H11IN and charge +1 in a non-equilibrium geometry, with wB97M-V/def2-TZVPD.

XYZ file:
```
20
Properties=species:S:1:pos:R:3
H -0.25 -3.00 -0.84
C 0.15 -1.05 0.06
C 1.37 -1.03 0.77
H 0.25 3.19 0.37
H 1.60 -1.88 1.37
N -0.34 1.30 -0.28
H -1.35 1.82 1.38
H -1.27 -0.25 -1.51
H -0.68 -2.93 0.85
H -1.75 -2.16 -0.28
H -2.33 1.89 -0.12
C 0.56 2.23 -0.11
C -0.21 0.03 -1.00
H 0.50 0.01 -1.83
C -1.58 1.35 0.46
I 4.15 0.13 0.00
H -1.90 0.38 0.69
H 1.62 2.23 -0.49
C 2.11 0.11 0.57
C -0.63 -2.35 -0.05
```

Computed properties:
energy: -625.33677 hartree
energy above the lowest of the compared OMol25 structures with the same formula, charge and spin: 91.6 kcal per mole
orbital gap (alpha / beta): 0.253 / 0.252 hartree
F_max: 2.9 eV/Å
LUMO (alpha / beta): -5.02 / -4.87 eV
charge: +1
molecular weight: 236.08 g mol⁻¹

Q: Which value of F_max does entry 2 give?
A: 2.9 eV/Å

Q: Which formula does entry 2 have?
A: C7H11IN

Q: Among the records above, which one has the highest F_max?
A: C26H54AlBr3CaClCsNO11P

Q: The lowest charge belongs to which entry?
A: C26H54AlBr3CaClCsNO11P